(1)
C50H38N5O3SSbTa | wB97M-V/def2-TZVPD

Element x y z (Å)
Ta 0.312 0.350 0.311
Sb 1.892 -0.804 -3.073
S 1.017 -1.493 -0.901
O 0.266 2.367 1.158
O 1.172 3.615 -1.975
O 1.099 1.594 -1.008
N 0.786 -1.402 3.358
N -0.730 -0.948 1.509
N 1.793 0.172 1.868
N -2.720 -1.334 0.168
N -1.706 0.759 -0.461
C -1.160 -2.741 2.976
C -2.710 -0.162 -0.536
C -2.064 6.758 0.419
C 0.091 5.868 -0.173
C 2.914 0.901 1.570
C -0.258 -1.639 2.667
C -0.817 6.913 -0.172
C 3.908 0.392 3.667
C -0.255 4.649 0.407
C 2.918 -4.933 -3.880
C -1.924 -1.634 1.114
C 1.928 -4.043 -5.894
C 6.090 0.091 -2.801
C 3.199 4.810 3.021
C 4.466 4.368 1.026
C 3.700 0.214 -2.884
C 2.038 4.431 2.368
C -0.428 2.016 -5.406
C -2.405 5.551 1.007
C -2.131 -4.622 4.021
C 0.606 1.413 -4.702
C 3.745 1.608 -2.894
C 0.789 3.548 0.402
C -1.504 4.492 0.998
C -3.123 -4.651 3.037
C 4.862 -0.553 -2.846
C 4.415 4.782 2.349
C 6.148 1.478 -2.812
C 2.130 -2.676 -3.942
C -3.027 2.238 -1.839
C -1.127 -3.661 4.007
C 1.724 -2.823 -5.266
C 3.968 1.032 2.423
C 2.091 3.986 1.048
C -4.024 1.269 -1.959
C -1.691 1.441 -5.414
C 2.724 -3.721 -3.237
C 4.982 2.233 -2.864
C 2.523 -5.089 -5.204
C -2.146 -2.769 2.001
C 1.036 2.954 -0.999
C 1.768 -0.515 3.040
C -1.910 1.943 -1.112
C 0.348 0.238 -4.004
C -3.150 -3.719 2.007
C -3.851 0.074 -1.307
C -1.937 0.263 -4.717
C -0.917 -0.349 -4.005
C 2.816 -0.384 3.961
C 3.307 3.965 0.375
H -1.801 3.556 1.454
H 1.068 6.003 -0.616
H 0.224 2.586 2.103
H -3.369 5.428 1.481
H 1.255 -2.009 -5.807
H 5.037 3.314 -2.907
H -0.359 -3.629 4.767
H 2.841 2.200 -2.951
H -3.107 3.210 -2.302
H -4.593 -0.711 -1.323
H -1.155 2.700 -1.021
H -0.544 7.857 -0.623
H -0.240 2.927 -5.957
H 1.594 1.856 -4.719
H 1.620 -4.174 -6.923
H 3.377 -5.756 -3.349
H -2.918 -0.194 -4.748
H -3.921 -3.731 1.249
H 7.109 1.974 -2.800
H 5.316 5.108 2.850
H 2.937 1.386 0.604
H 4.825 -1.636 -2.875
H 3.364 3.664 -0.665
H 4.819 1.626 2.125
H 7.001 -0.492 -2.778
H 2.678 -6.038 -5.699
H 5.407 4.376 0.492
H 3.151 5.161 4.043
H 1.084 4.526 2.878
H -2.150 -5.362 4.808
H -2.487 1.906 -5.981
H -4.921 1.461 -2.534
H -1.105 -1.281 -3.483
H -2.765 7.581 0.430
H 4.719 0.487 4.376
H 2.728 -0.940 4.883
H 3.025 -3.607 -2.202
H -3.889 -5.414 3.086

Values from the calculation:
M in u: 1091.7
Net charge: +3
Energy relative to the best compared isomer or geometry (same formula, charge and spin) in kcal/mol: 0.0
Total energy in hartree: -3122.387192
2S+1: 1

---

(2)
C50H39CsN14O4S | wB97M-V/def2-TZVPD

Element x y z (Å)
Cs -0.825 0.455 -0.834
S -1.714 -4.322 1.880
O 2.033 0.280 0.305
O -3.982 1.333 3.212
O -3.176 1.507 0.874
O 7.369 -1.626 6.298
N 5.816 2.180 -1.625
N -3.375 -8.956 -7.150
N 3.719 3.013 -1.951
N 4.033 0.699 -1.548
N 5.035 3.315 5.121
N -0.038 -2.192 -2.344
N -1.557 1.782 -3.615
N -2.936 -1.441 -2.280
N -3.103 2.709 -1.464
N 4.119 3.517 4.287
N 1.260 2.667 -2.101
N -3.956 3.202 -0.517
N 0.506 2.306 1.345
N -1.311 -1.869 1.333
C 4.320 1.520 2.806
C -5.060 -1.663 -3.098
C -2.490 2.722 -3.789
C -2.005 -3.164 3.110
C -2.834 -6.865 -5.724
C 1.232 -2.488 -2.130
C -3.135 -8.027 -6.515
C -5.497 2.936 4.038
C 5.350 -0.257 6.139
C 1.584 -3.775 -2.625
C -1.931 -3.405 -3.370
C -5.507 4.217 1.584
C -1.738 -4.743 -5.478
C -0.971 1.946 -5.928
C 6.957 1.826 5.269
C -3.871 2.538 0.627
C 2.405 2.816 -2.035
C 7.524 0.603 5.583
C -0.577 -3.284 -2.994
C -4.720 3.080 1.743
C -1.259 -3.050 0.810
C 3.787 0.736 1.807
C 0.314 4.221 2.747
C -4.716 2.430 2.993
C 1.749 2.095 1.830
C -1.940 2.919 -6.116
C 0.429 -4.284 -3.180
C -4.344 -2.710 -3.604
C -3.315 3.137 -2.645
C 2.331 2.912 2.820
C 6.722 -0.448 6.012
C 4.791 0.970 5.812
C 4.463 1.973 -1.708
C -1.739 -1.921 2.634
C -3.348 -6.750 -4.433
C -6.269 4.067 3.851
C 6.558 -2.733 6.622
C -0.824 1.414 -4.653
C -3.004 -2.570 -3.088
C 5.581 2.016 5.350
C 1.560 4.008 3.269
C -2.250 -4.612 -4.189
C 2.494 0.963 1.251
C -2.028 -5.855 -6.247
C -4.136 -0.916 -2.290
C -3.057 -5.627 -3.678
C -0.187 3.325 1.786
C -2.709 3.314 -5.036
C -6.280 4.717 2.620
C 3.634 2.607 3.357
H 5.847 -2.957 5.822
H -0.345 1.603 -6.741
H 7.232 -3.578 6.751
H -3.970 -7.538 -4.031
H 1.977 4.662 4.023
H -1.185 3.448 1.377
H -0.080 0.647 -4.457
H -5.490 4.695 0.614
H -2.095 3.365 -7.092
H 4.704 -1.053 6.480
H 1.878 -1.788 -1.613
H 3.720 1.110 5.884
H 7.578 2.650 4.937
H 4.673 0.101 -1.047
H -2.357 -3.444 4.088
H 6.006 -2.571 7.553
H 5.324 1.294 3.138
H -3.515 1.178 2.316
H 4.356 -0.099 1.413
H -0.958 -3.239 -0.214
H -5.473 2.418 4.988
H 3.080 0.581 -1.174
H -1.635 -5.950 -7.251
H -3.476 4.072 -5.142
H -6.100 -1.430 -3.269
H -4.698 -3.478 -4.276
H 0.300 -5.252 -3.641
H 8.592 0.442 5.501
H -6.867 4.447 4.672
H -4.347 -0.016 -1.723
H 2.552 -4.250 -2.567
H -3.454 -5.521 -2.677
H 6.115 3.075 -1.973
H -1.106 -3.956 -5.869
H -1.851 -1.001 3.189
H -0.294 5.056 3.073
H -4.134 3.835 -2.843
H 6.416 1.401 -1.832
H -6.884 5.604 2.472

Values from the calculation:
M in u: 1064.9
Net charge: -2
Energy relative to the best compared isomer or geometry (same formula, charge and spin) in kcal/mol: 19.2
Total energy in hartree: -3414.712984
2S+1: 1

---

(3)
C50H39I2N6O2P2S5Y | wB97M-V/def2-TZVPD

Element x y z (Å)
I 2.098 -1.794 1.583
I 2.139 -4.598 0.900
Y -0.300 0.266 0.413
S -7.245 -1.148 4.256
S -1.083 2.408 2.099
S 2.079 0.869 1.856
S -0.319 1.832 3.902
S 1.738 1.774 3.662
P -0.017 3.033 -1.124
P 2.488 0.241 -1.364
O -0.808 0.184 -1.749
O -1.933 -0.654 -3.489
N -2.846 0.280 0.366
N -5.729 -1.450 4.716
N -1.115 -2.041 -0.346
N -6.968 -0.516 2.797
N 1.509 1.962 -3.202
N -1.475 -0.785 2.470
C -3.560 -0.151 1.423
C 4.808 1.168 -0.107
C -2.238 -4.325 -1.448
C 2.288 5.448 1.228
C -2.386 4.354 -0.453
C 2.681 1.704 -6.732
C 6.084 1.055 0.423
C 0.500 0.990 -5.171
C -4.885 0.917 -0.722
C 2.436 -1.080 -2.623
C 4.195 0.076 -0.722
C -2.430 3.265 -2.593
C -3.704 4.748 -0.627
C 1.623 4.354 0.688
C 3.130 -1.012 -3.831
C -1.413 -1.690 4.697
C 6.761 -0.155 0.357
C 1.571 1.667 -4.594
C -0.809 -1.224 3.531
C -3.745 3.673 -2.771
C -3.499 0.787 -0.671
C 0.753 4.515 -0.385
C -3.501 -1.156 3.699
C 1.698 -2.224 -2.338
C -1.772 -4.326 -0.145
C -1.221 -3.163 0.366
C -4.955 -0.057 1.448
C -2.820 -0.718 2.559
C -4.946 -1.066 3.722
C 6.157 -1.249 -0.246
C -1.729 3.615 -1.438
C -1.432 -0.747 -2.381
C 2.080 6.712 0.701
C -2.778 -1.663 4.781
C 3.051 -2.048 -4.746
C 2.299 -3.180 -4.456
C -5.658 -0.531 2.620
C 0.699 3.106 -2.851
C 2.656 2.034 -5.384
C 1.615 1.026 -7.306
C -5.623 0.492 0.353
C 1.208 6.885 -0.367
C -1.565 -2.046 -1.609
C -4.385 4.418 -1.791
C 0.550 5.793 -0.908
C -2.133 -3.161 -2.194
C 2.694 1.770 -2.397
C 0.522 0.679 -6.522
C 1.633 -3.274 -3.245
C 4.884 -1.135 -0.785
H 3.486 2.577 -4.947
H -0.795 -2.048 5.507
H 2.954 5.306 2.069
H 4.424 -1.997 -1.252
H 1.262 4.049 -2.928
H -4.268 3.401 -3.680
H -5.410 4.739 -1.932
H -2.669 -5.218 -1.880
H 3.579 -1.973 -5.688
H -1.811 -5.213 0.473
H -0.136 5.936 -1.736
H -3.310 -2.009 5.657
H -5.343 1.348 -1.599
H 6.674 -2.198 -0.296
H 1.766 3.371 1.117
H 7.754 -0.245 0.777
H -0.328 0.678 -4.545
H 2.592 7.568 1.125
H -2.473 -3.087 -3.217
H -1.863 4.622 0.457
H -0.834 -3.135 1.376
H -6.702 0.566 0.376
H 0.267 -1.227 3.460
H 2.847 2.618 -1.722
H -2.896 1.106 -1.506
H -0.122 3.167 -3.559
H -0.311 0.140 -6.955
H 6.546 1.911 0.897
H 3.534 1.987 -7.337
H 2.241 -3.990 -5.172
H 3.734 -0.147 -4.069
H -4.196 5.321 0.148
H 3.605 1.687 -2.993
H 1.188 -2.311 -1.388
H -1.973 2.642 -3.352
H 1.637 0.768 -8.357
H 1.066 -4.162 -2.994
H 1.040 7.873 -0.778
H 4.283 2.111 -0.017

Values from the calculation:
M in u: 1320.9
Energy relative to the best compared isomer or geometry (same formula, charge and spin) in kcal/mol: 0.0
Total energy in hartree: -5715.492784
2S+1: 1

---

(4)
C50H41BiN10O3S | wB97M-V/def2-TZVPD

Element x y z (Å)
Bi -0.954 -2.559 0.494
S -3.631 3.808 4.293
O -0.160 -2.263 -1.451
O 0.502 -1.290 1.466
O 2.506 -0.616 0.533
N -2.016 -5.251 1.388
N -1.987 -0.104 2.624
N -1.347 7.503 2.947
N -4.944 -0.065 -1.312
N -5.567 -7.150 -0.549
N 2.446 -1.750 2.633
N -3.585 -7.089 0.871
N -0.193 0.427 -1.172
N -6.068 3.618 0.937
N -6.147 1.264 0.343
C -0.618 0.297 -2.437
C 3.625 1.346 -0.155
C 1.302 2.164 -1.863
C 0.811 -3.855 0.673
C -1.359 0.496 3.651
C -0.211 -2.267 -5.126
C 3.945 0.728 -1.354
C 2.007 -2.930 0.469
C 0.119 -2.130 -3.768
C -3.447 -5.712 -2.652
C 0.901 2.040 -3.182
C 2.029 -1.566 -5.798
C -0.920 -2.176 -2.643
C -2.914 2.317 3.616
C 1.207 1.494 0.519
C -1.883 -3.375 -2.660
C 2.548 0.776 0.839
C -0.793 6.306 2.893
C 1.420 -1.774 -3.493
C -3.261 -3.322 -2.378
C -2.781 -6.095 1.126
C 2.392 -1.518 -4.465
C 0.759 1.311 -0.888
C 4.224 2.549 0.166
C 2.598 2.074 4.457
C -1.617 -0.795 -2.647
C 4.255 0.741 2.695
C 5.477 2.536 -1.902
C 2.125 1.757 3.194
C -2.089 -5.790 -2.933
C -3.546 1.777 2.519
C -1.309 -4.645 -2.911
C -4.633 -7.038 0.120
C -2.596 7.544 3.420
C 4.823 1.361 -2.245
C -3.987 -4.515 -2.292
C 1.810 -1.615 1.310
C -5.472 0.637 -0.596
C -2.712 5.156 3.693
C 4.729 1.103 3.940
C -6.109 2.520 0.554
C 2.962 1.080 2.281
C -1.416 5.121 3.263
C 3.907 1.787 4.808
C 5.214 3.078 -0.642
C -0.072 1.047 -3.493
C -3.049 0.527 2.061
C -1.791 1.726 4.187
C 0.710 -1.952 -6.155
C -3.303 6.426 3.790
H 2.145 -2.678 2.935
H 5.657 4.008 -0.330
H -4.295 6.532 4.175
H 4.291 2.080 5.794
H 1.988 -2.607 -0.576
H -0.482 0.919 -4.475
H 2.756 -1.322 -6.608
H -3.500 0.049 1.232
H 0.797 -4.651 -0.088
H 2.981 -3.352 0.771
H -0.906 4.180 3.147
H 4.948 0.967 -3.261
H 3.939 3.097 1.063
H 0.399 1.056 1.126
H 0.658 -4.338 1.641
H -1.246 2.165 5.015
H -4.083 -6.575 -2.560
H 1.097 1.929 2.931
H -2.170 -0.721 -3.605
H -1.635 -6.760 -3.135
H 0.193 6.237 2.524
H -2.417 -0.746 -1.874
H -3.148 8.474 3.456
H 0.406 -1.968 -7.194
H 2.102 -1.035 3.241
H 3.390 -1.205 -4.171
H -3.808 -2.407 -2.203
H 6.151 3.042 -2.603
H -4.401 2.190 1.999
H 1.908 2.582 5.145
H -0.542 -0.040 4.118
H -5.051 -4.438 -2.045
H 4.862 0.163 1.956
H 1.403 2.621 -3.940
H 1.350 2.553 0.697
H 5.761 0.912 4.159
H 1.608 -1.566 -2.442
H -0.235 -4.717 -3.030
H -1.212 -2.611 -5.343
H 2.009 2.928 -1.593
H 3.472 -0.183 -1.660

Values from the calculation:
M in u: 1071.0
Net charge: -2
Energy relative to the best compared isomer or geometry (same formula, charge and spin) in kcal/mol: 6.1
Total energy in hartree: -3316.091892
2S+1: 1

---

> Which value of energy relative to the best compared isomer or geometry (same formula, charge and spin) does entry 2 give?

19.2 kcal/mol

---

> Which value of M does entry 1 give?

1091.7 u

---

> Which of these has the lowest total energy?

C50H39I2N6O2P2S5Y